Entry 1:
A gas-phase ion, C9H17N2 (charge +1). Source: OMol25; level of theory: wB97M-V/def2-TZVPD.

Output
- LUMO energy (eV) = -2.508
- orbital gap (eV) = 10.6
- total energy (eV) = -12579.0587
- ΔE to the lowest compared entry with this formula, charge and spin (kJ/mol) = 397.0
- total charge = +1
- HOMO energy (eV) = -13.143

```
28
C9H17N2, DFT wB97M-V/def2-TZVPD
H -1.97 1.54 0.22
H -0.96 -1.09 -1.99
H 0.69 -1.57 -1.84
H 0.38 -1.21 0.66
H -2.01 -0.70 2.35
H 2.33 -0.31 -2.53
C -0.11 0.60 0.65
H -1.48 1.71 1.98
H 1.51 -1.02 2.79
C 0.64 0.57 -1.90
C -2.22 -0.39 1.33
H -2.21 -1.31 -0.68
C 1.05 0.77 1.69
C 1.52 0.29 -3.04
N -0.25 -0.77 0.05
H 1.69 1.49 1.16
H 1.98 1.22 -3.41
H 0.53 1.28 2.58
C -1.66 -1.27 0.33
C 0.01 -0.81 -1.44
H 2.65 -0.56 1.80
H -1.71 -2.35 0.55
H 1.05 -0.29 -3.77
C 0.65 1.57 -1.00
N 1.68 -0.43 2.00
H 1.05 2.49 -0.84
H -3.32 -0.45 1.28
C -1.51 1.01 1.00
```

***

Entry 2:
A gas-phase ion, C9H17N2 (charge +1). Source: OMol25; level of theory: wB97M-V/def2-TZVPD.

Output
- LUMO energy (alpha / beta) (eV) = -7.232 / -6.825
- orbital gap (alpha / beta) (eV) = 6.1 / 6.6
- total energy (eV) = -12578.2709
- ΔE to the lowest compared entry with this formula, charge and spin (kJ/mol) = 473.1
- total charge = +1
- HOMO energy (alpha / beta) (eV) = -13.349 / -13.428

```
28
C9H17N2, DFT wB97M-V/def2-TZVPD
N 1.14 -0.69 -0.11
H 3.27 0.02 -1.03
H -1.43 -0.07 0.90
H 1.82 -2.84 1.02
H -1.16 -1.74 -0.91
H -2.92 1.17 0.12
N -2.03 0.79 -0.20
H 0.48 -2.96 2.18
H 0.55 2.10 -1.77
C 1.20 0.44 -0.70
H 2.46 0.81 -2.39
H -0.82 3.74 -1.06
H -0.12 0.29 2.06
C -0.55 -2.32 -0.22
C 0.25 -1.37 0.70
C -0.64 -0.54 1.59
H 0.12 -2.96 -0.79
H -1.15 -1.15 2.33
C 0.17 1.39 -1.05
H -2.13 3.02 -2.02
C -1.64 3.03 -1.04
C 1.12 -2.28 1.63
H -2.37 3.35 -0.30
H -1.20 -2.95 0.39
C 2.54 0.77 -1.30
H 2.87 1.75 -0.95
H 1.68 -1.66 2.33
C -1.18 1.62 -0.72
```

***

Entry 3:
A gas-phase ion, C9H17N2O3 (charge +1). Source: OMol25; level of theory: wB97M-V/def2-TZVPD.

Output
- LUMO energy (alpha / beta) (eV) = -2.277 / -7.479
- orbital gap (alpha / beta) (eV) = 7.8 / 6.3
- total energy (eV) = -18716.2216
- ΔE to the lowest compared entry with this formula, charge and spin (kJ/mol) = 153.1
- total charge = +1
- <S²> = 2.007
- HOMO energy (alpha / beta) (eV) = -10.098 / -13.815
- 2S+1 = 3

```
31
C9H17N2O3, DFT wB97M-V/def2-TZVPD
C 1.39 2.34 0.73
H 1.76 2.59 -0.26
H 1.59 -1.18 -2.33
H -1.90 2.36 -1.70
C 1.68 -1.74 -1.40
H 0.17 0.82 1.70
H -3.06 -0.52 1.57
O -3.04 0.36 -0.32
N 0.83 0.08 -0.18
H -2.93 -2.89 1.16
O -1.66 -1.45 0.35
H 0.78 -2.34 -1.33
N -2.00 0.93 0.46
H 2.23 2.13 1.38
H 0.87 3.21 1.14
H -1.68 -3.44 0.02
H 2.55 -2.39 -1.44
H -1.34 3.35 -0.35
O -0.20 0.22 -1.07
H 2.83 -0.04 1.43
C -0.81 1.28 -0.24
H 3.75 -1.11 0.35
C 2.77 -0.92 0.79
C 1.74 -0.81 -0.26
H 2.54 -1.79 1.42
H -0.20 2.83 -1.61
C -2.45 -0.39 0.67
C -2.41 -2.66 0.23
H -3.13 -2.58 -0.59
C 0.42 1.18 0.69
C -1.07 2.55 -1.03
```

***

Entry 4:
C9H17N3 in the gas phase. Source: OMol25; level of theory: wB97M-V/def2-TZVPD.

Output
- LUMO energy (eV) = 0.757
- orbital gap (eV) = 8.8
- total energy (eV) = -14073.5089
- ΔE to the lowest compared entry with this formula, charge and spin (kJ/mol) = 499.3
- HOMO energy (eV) = -8.090

```
29
C9H17N3, DFT wB97M-V/def2-TZVPD
C 2.22 -0.78 0.28
C 0.75 -0.20 0.04
H 2.39 -0.26 1.36
H 1.70 -2.25 1.55
H -1.25 2.41 0.19
H -2.84 -0.55 -2.01
C -3.53 -0.83 -0.14
H -3.09 1.25 -1.55
N -3.94 -0.28 1.26
H 1.49 3.04 0.15
N 0.54 1.25 0.18
H 4.30 -0.49 -0.99
C -2.74 0.07 -1.06
H 1.95 2.18 1.71
H -4.64 0.44 1.20
C 2.10 -2.12 0.61
N -0.35 -0.73 -0.52
H 2.74 -0.68 -1.84
C 3.17 -0.19 -0.80
H 2.68 1.81 0.23
C 1.68 2.06 0.74
H 1.45 -2.51 -0.02
C -0.73 1.54 -0.38
H 3.05 0.94 -0.94
H -3.25 -1.91 -0.12
H -4.54 -1.03 -0.57
H -3.12 0.23 1.89
C -1.24 0.27 -0.85
H 3.06 -2.69 0.38
```

***

Entry 5:
2 unconnected molecules or ions with the total composition C9H17N3O. Source: OMol25; level of theory: wB97M-V/def2-TZVPD.

Output
- LUMO energy (eV) = 0.593
- orbital gap (eV) = 9.3
- total energy (eV) = -16125.0625
- ΔE to the lowest compared entry with this formula, charge and spin (kJ/mol) = 143.9
- HOMO energy (eV) = -8.741

```
30
C9H17N3O, DFT wB97M-V/def2-TZVPD
C -3.41 -1.66 -0.62
O 2.22 2.61 2.89
H -0.19 3.49 1.07
H 0.93 1.98 -0.86
C 1.79 1.34 -0.51
C 3.59 1.44 1.03
C -2.41 -2.55 -0.94
H 1.00 -0.45 0.71
H 4.46 1.59 0.34
N -3.67 -0.98 -1.83
H -1.36 -2.94 0.99
C -2.74 -1.40 -2.71
H 3.60 0.36 1.18
C -1.62 -3.36 0.01
H -4.29 -0.21 -1.86
H -0.36 1.75 1.24
H 1.89 -0.91 -0.51
H 4.07 1.68 1.98
H 2.67 1.38 -1.17
H -1.91 -4.41 0.11
H -2.55 -0.90 -3.64
C 0.11 2.64 1.68
H -0.37 2.90 2.63
H -0.64 -3.32 -0.50
N -2.06 -2.43 -2.26
N 2.20 1.84 0.80
H -4.08 -1.53 0.21
C 1.57 2.47 1.88
H 0.35 -0.36 -1.05
C 1.20 -0.05 -0.30
```

***

Entry 6:
C9H17N3O4 in the gas phase. Source: OMol25; level of theory: wB97M-V/def2-TZVPD.

Output
- LUMO energy (eV) = 0.193
- orbital gap (eV) = 9.1
- total energy (eV) = -22268.2497
- ΔE to the lowest compared entry with this formula, charge and spin (kJ/mol) = 216.5
- HOMO energy (eV) = -8.933

```
33
C9H17N3O4, DFT wB97M-V/def2-TZVPD
H -1.00 -1.21 -1.54
C -1.54 -0.56 1.73
N 1.94 -2.58 -0.35
H -1.43 1.48 1.04
H -2.64 -1.10 -2.40
C -2.31 0.30 -0.62
H -2.80 2.35 -0.70
O -0.51 -1.43 1.91
H -3.35 1.35 -2.21
O -2.52 -0.54 2.42
H -1.71 1.71 -2.15
H 1.55 -3.35 -0.93
C 2.01 -1.26 -0.75
H 2.40 -2.84 0.52
C 2.41 -0.41 0.41
H 1.82 -0.57 1.27
C 0.75 1.51 0.10
N 2.85 1.87 1.32
C -1.34 0.49 0.61
H 3.71 2.43 1.16
C -2.53 1.54 -1.43
N 0.02 0.40 0.26
H 0.40 -0.48 0.24
C 2.23 1.22 0.17
H 2.14 1.94 2.05
O 0.34 2.64 -0.02
H -0.81 -2.23 2.41
H 2.80 1.60 -0.79
H 3.50 -0.64 0.72
H -3.41 -0.02 -0.24
C -2.03 -1.03 -1.46
O 1.53 -0.82 -1.82
H -2.46 -1.78 -0.90
```

***

Entry 7:
2 unconnected molecules or ions with the total composition C9H17N4O. Source: OMol25; level of theory: wB97M-V/def2-TZVPD.

Output
- LUMO energy (eV) = -2.546
- orbital gap (eV) = 9.0
- total energy (eV) = -17608.0617
- ΔE to the lowest compared entry with this formula, charge and spin (kJ/mol) = 129.3
- total charge = +1
- HOMO energy (eV) = -11.549

```
31
C9H17N4O, DFT wB97M-V/def2-TZVPD
H -1.40 0.40 4.37
H 2.31 -0.35 -0.14
H 1.45 -1.60 0.77
H -0.08 -0.32 -0.58
H 2.11 -1.27 -4.09
H -4.10 3.56 3.36
H -1.19 1.51 -0.63
N -3.19 2.79 1.68
H 3.68 -1.01 -2.22
H -3.12 1.98 4.87
N -1.22 0.82 2.39
C -1.82 1.01 3.59
H 0.07 -1.95 -1.15
O -3.81 3.66 0.86
H 2.14 -3.30 -0.90
H 3.55 -2.49 -0.24
C 3.07 -1.92 -2.27
C 1.82 -1.64 -3.11
N 0.58 -1.07 -1.07
C -1.19 0.94 1.21
H 1.26 -2.56 -3.25
N -0.89 0.80 0.02
C 1.77 -1.29 -0.23
H 0.03 -0.42 -2.99
C 0.95 -0.60 -2.42
H 1.49 0.34 -2.32
C 2.67 -2.35 -0.86
H -4.40 4.27 1.34
C -2.78 1.91 3.85
H 3.66 -2.70 -2.74
C -3.41 2.83 2.93
```

***

Entry 8:
A molecular structure, C9H17N4OOsS. Source: OMol25; level of theory: wB97M-V/def2-TZVPD.

Output
- LUMO energy (alpha / beta) (eV) = -8.921 / -8.143
- orbital gap (alpha / beta) (eV) = 6.7 / 7.3
- total energy (eV) = -30901.3094
- ΔE to the lowest compared entry with this formula, charge and spin (kJ/mol) = 257.0
- total charge = +2
- <S²> = 0.886
- HOMO energy (alpha / beta) (eV) = -15.580 / -15.463
- 2S+1 = 2

```
33
C9H17N4OOsS, DFT wB97M-V/def2-TZVPD
O 0.89 0.72 0.67
C -0.35 -2.74 -2.32
H -0.13 -1.28 -3.76
C -0.88 -1.96 1.07
H -2.97 -1.72 1.47
H -0.10 -3.57 -2.98
N 0.11 -1.89 -0.01
H 1.24 -3.35 -1.01
C -2.31 -1.63 0.60
C 1.75 2.29 2.08
H -2.36 0.42 0.76
Os -0.36 0.15 -1.24
H 1.24 -1.57 -2.92
C 1.74 4.61 1.50
H -2.63 -2.35 -0.15
H 0.91 5.03 -0.43
H -1.43 -2.63 -2.32
C 0.84 2.95 0.01
H -3.27 -0.17 -0.47
N -2.38 -0.28 0.01
C 0.19 -3.05 -0.92
H -0.37 -3.89 -0.51
H -0.89 -2.95 1.53
S 0.08 2.49 -1.47
H 2.51 3.81 3.35
N 1.16 1.98 0.91
N 0.22 -1.47 -2.82
H 1.02 -1.72 0.41
H 1.96 1.45 2.72
C 2.04 3.59 2.40
C 1.15 4.28 0.30
H 1.96 5.64 1.74
H -0.59 -1.23 1.83
```

***

Entry 9:
C9H17NO2 in the gas phase. Source: OMol25; level of theory: wB97M-V/def2-TZVPD.

Output
- LUMO energy (alpha / beta) (eV) = 0.492 / -3.615
- orbital gap (alpha / beta) (eV) = 5.6 / 4.6
- total energy (eV) = -15184.4971
- ΔE to the lowest compared entry with this formula, charge and spin (kJ/mol) = 330.0
- <S²> = 2.006
- HOMO energy (alpha / beta) (eV) = -5.084 / -8.261
- 2S+1 = 3

```
29
C9H17NO2, DFT wB97M-V/def2-TZVPD
C 0.90 -1.02 -0.04
H 0.60 -1.62 0.86
H 3.32 1.14 0.02
H 2.51 0.92 -1.43
C -2.56 -0.96 -0.62
C 1.17 0.32 0.28
C -2.17 1.52 0.09
H -1.36 2.26 0.38
H 2.88 -1.62 -0.78
C 1.84 -1.88 -0.96
C 2.29 1.19 -0.43
C -0.26 -0.11 -0.59
O 0.93 0.19 -2.63
H 1.07 1.94 1.72
N -0.16 0.19 -2.03
H -2.66 1.76 -0.84
O -1.16 0.41 -2.66
H -2.82 1.61 0.93
H -1.47 -0.26 1.10
C -1.56 0.05 0.02
H -2.17 -1.92 -0.34
H 1.55 -2.96 -0.86
H 1.70 -1.70 -1.97
H -0.20 0.52 1.96
H 1.95 2.24 -0.35
C 0.87 0.79 1.65
H 1.71 0.38 2.31
H -2.74 -0.76 -1.70
H -3.60 -0.74 -0.10
```

***

Entry 10:
C9H17NO2S2 in the gas phase. Source: OMol25; level of theory: wB97M-V/def2-TZVPD.

Output
- LUMO energy (eV) = 0.141
- orbital gap (eV) = 7.9
- total energy (eV) = -36858.8669
- ΔE to the lowest compared entry with this formula, charge and spin (kJ/mol) = 444.8
- HOMO energy (eV) = -7.799

```
31
C9H17NO2S2, DFT wB97M-V/def2-TZVPD
H -1.66 -4.44 0.20
C -0.30 2.20 2.50
C -0.81 1.36 1.58
C 2.36 0.09 -1.36
O -0.94 -0.05 -0.91
H 1.54 -1.85 -3.32
H 2.26 -0.64 -4.15
H -0.75 1.91 0.70
H -0.59 -1.14 3.35
C 1.44 -0.83 -3.50
H 2.14 0.02 -0.32
H 2.81 1.18 -1.43
H 3.19 -0.49 -1.46
N 1.23 -0.13 -2.22
O -0.65 1.30 -3.18
H -1.27 -1.98 2.07
H -1.92 -3.45 -1.26
H 0.55 -0.62 -4.01
H -2.20 -0.88 3.06
H -0.37 2.03 3.57
S -0.11 -2.44 0.18
C -0.82 -0.70 0.26
H -2.37 -2.65 0.20
H 1.21 3.55 1.71
C 0.17 3.66 1.98
C -1.19 -0.97 2.52
H -0.50 4.01 1.16
H 0.06 4.32 2.88
C -0.99 -0.08 1.40
S 0.13 1.07 -2.00
C -1.66 -3.36 -0.18
```

***

Entry 11:
C9H17NO4 in the gas phase. Source: OMol25; level of theory: wB97M-V/def2-TZVPD.

Output
- LUMO energy (eV) = 0.768
- orbital gap (eV) = 9.8
- total energy (eV) = -19287.4069
- ΔE to the lowest compared entry with this formula, charge and spin (kJ/mol) = 127.2
- HOMO energy (eV) = -9.063

```
31
C9H17NO4, DFT wB97M-V/def2-TZVPD
H 1.54 1.90 -0.66
O 1.77 -1.01 0.52
O -2.13 1.38 -3.30
O 3.68 -1.62 2.71
C 1.03 -3.21 1.48
H 0.24 0.76 -2.64
H 0.70 -1.29 2.21
C -0.78 2.05 -1.45
C 2.63 -2.06 2.65
H 0.63 -4.51 3.24
H -2.83 3.69 -2.84
H 2.03 0.34 -1.36
H -3.01 1.04 -3.52
H -0.37 2.92 -1.98
H -0.08 -0.05 0.52
O 2.15 -3.02 3.47
H -2.58 3.82 -1.09
H -0.84 2.27 -0.39
H 1.22 0.81 1.33
C 1.50 -1.78 1.65
H 0.17 -2.81 3.42
N 0.00 0.84 -1.67
C 1.23 0.88 -0.86
C 0.99 0.17 0.48
C -2.95 3.19 -1.89
C 0.88 -3.50 2.96
H -4.00 3.02 -1.72
H -2.67 1.12 -1.34
C -2.19 1.86 -1.97
H 0.17 -3.40 0.85
H 1.88 -3.82 1.20
```

***

Entry 12:
A molecular structure, C9H17NOS. Source: OMol25; level of theory: wB97M-V/def2-TZVPD.

Output
- LUMO energy (alpha / beta) (eV) = -0.028 / -0.156
- orbital gap (alpha / beta) (eV) = 7.0 / 7.0
- total energy (eV) = -23975.8883
- ΔE to the lowest compared entry with this formula, charge and spin (kJ/mol) = 577.5
- HOMO energy (alpha / beta) (eV) = -6.987 / -7.163

```
29
C9H17NOS, DFT wB97M-V/def2-TZVPD
H 2.49 -1.60 -1.39
N 0.40 -0.06 0.77
H -2.71 2.96 1.10
C 2.34 -1.27 3.21
C 1.71 -2.16 2.16
C -0.38 0.82 0.09
H -0.18 -2.72 -2.44
H 1.72 -0.29 3.19
H 1.65 0.11 -1.66
C -1.28 1.48 0.86
H 2.43 -1.83 4.12
H -0.85 -0.10 -4.08
H -1.86 -1.49 -3.46
C 1.29 -0.82 0.22
H 3.36 -0.95 2.89
H -0.47 0.77 -0.96
H 0.64 -2.12 2.30
C -2.17 3.04 -1.04
H -3.26 1.48 0.21
H -2.21 2.19 -1.72
O 2.01 -1.75 0.86
H -1.17 3.53 -1.00
H -2.91 3.80 -1.33
C 1.70 -0.81 -1.18
H 2.16 -3.10 2.34
S 0.37 -1.68 -2.93
C -2.43 2.24 0.33
H -1.41 1.24 1.98
C -0.98 -0.92 -3.44
```

***

Q: Among the records above, which one has the lowest total energy?
A: C9H17NO2S2